Entry 1:
ORCA calculation (ωB97M-V/def2-TZVPD) on a 2-piece molecular cluster, C6H13NO2 overall in a non-equilibrium geometry.

Each line ends with the Löwdin charge.
Geometry (Å):
1 O 0.657 -1.639 1.485  0.073
2 O 1.579 -1.781 -0.587  0.060
3 N 1.261 0.328 0.443  -0.058
4 C 0.965 -1.111 0.235  -0.590
5 C -0.928 -0.671 -0.771  -0.234
6 C -1.304 1.758 -0.022  -0.079
7 C 2.530 0.846 -0.053  -0.085
8 C -2.102 -1.212 0.005  -0.107
9 C -0.578 0.684 -0.766  -0.155
10 H 0.008 1.031 -1.612  0.118
11 H 1.042 0.615 1.392  0.129
12 H -2.276 1.931 -0.498  0.091
13 H -0.756 2.702 -0.045  0.073
14 H -2.152 -0.809 1.018  0.068
15 H -0.723 -1.196 -1.698  0.110
16 H 0.774 -2.597 1.389  0.122
17 H 3.358 0.651 0.634  0.080
18 H -3.056 -1.013 -0.497  0.074
19 H -2.004 -2.294 0.105  0.070
20 H 2.429 1.928 -0.164  0.079
21 H 2.775 0.380 -1.006  0.085
22 H -1.500 1.468 1.012  0.077

Values from the calculation:
Calculated total energy ... -441.567128 Ha
LUMO energy ... 0.65 eV
HOMO energy ... -7.7 eV
Kohn-Sham gap ... 0.307 hartree
Structure (SMILES) ... CNC(=O)O.C/C=C\C

=====

Entry 2:
ORCA calculation (ωB97M-V/def2-TZVPD) on C6H13NO2 as an isolated structure in a non-equilibrium geometry.

Each line ends with the Löwdin charge.
Geometry (Å):
1 O -0.189 -1.344 1.695  -0.130
2 O 1.663 0.091 1.179  -0.019
3 N -0.622 -1.178 0.447  -0.093
4 C 1.057 1.314 -0.787  -0.020
5 C 1.494 0.045 -0.103  -0.479
6 C -1.687 -0.245 0.253  -0.395
7 C -2.281 -0.219 -0.940  0.042
8 C 2.414 -0.867 -0.884  -0.018
9 C -2.098 0.558 1.446  -0.040
10 H -1.236 1.089 1.854  0.080
11 H 0.225 -1.026 -0.306  0.138
12 H 0.838 -0.648 1.722  0.106
13 H -2.462 -0.101 2.235  0.086
14 H 3.401 -0.401 -0.946  0.099
15 H 0.437 1.076 -1.652  0.081
16 H -3.094 0.460 -1.146  0.057
17 H 1.927 1.885 -1.116  0.096
18 H -1.939 -0.849 -1.749  0.061
19 H 2.034 -1.031 -1.891  0.087
20 H -2.879 1.265 1.176  0.079
21 H 0.471 1.944 -0.121  0.088
22 H 2.527 -1.819 -0.365  0.095

Values from the calculation:
Calculated total energy ... -441.507848 Ha
LUMO energy (spin up / spin down) ... -0.24 / -0.24 eV
HOMO energy (spin up / spin down) ... -8.1 / -8.1 eV
Kohn-Sham gap (spin up / spin down) ... 0.287 / 0.287 hartree

=====

Entry 3:
ORCA calculation (ωB97M-V/def2-TZVPD) on a 2-piece molecular cluster, C6H13NO2 overall in a non-equilibrium geometry.

Each line ends with the Löwdin charge.
Geometry (Å):
1 O -1.141 -0.329 -2.562  -0.027
2 O -0.981 -0.094 0.273  -0.165
3 N 0.775 -1.691 0.000  0.183
4 C 0.800 -0.974 2.924  -0.111
5 C 0.998 0.745 -2.305  -0.025
6 C -0.033 0.067 2.837  -0.063
7 C -1.273 1.273 0.074  -0.130
8 C 0.148 -0.490 -2.008  -0.385
9 C 0.118 -0.792 -0.525  -0.320
10 H 0.488 -1.901 3.384  0.058
11 H 1.869 -0.873 2.799  0.059
12 H -1.560 1.481 -0.959  0.077
13 H 0.642 -1.777 1.077  0.064
14 H -0.411 1.895 0.338  0.084
15 H -1.778 -0.877 -2.079  0.108
16 H 0.528 1.649 -1.930  0.068
17 H -1.085 -0.012 3.064  0.063
18 H 0.303 1.065 2.598  0.056
19 H -2.130 1.525 0.704  0.092
20 H 1.985 0.638 -1.860  0.089
21 H 0.630 -1.365 -2.464  0.143
22 H 1.109 0.836 -3.383  0.083

Values from the calculation:
Calculated total energy ... -441.561288 Ha
LUMO energy ... 0.88 eV
HOMO energy ... -9.5 eV
Kohn-Sham gap ... 0.382 hartree
Structure (SMILES) ... [H]/N=C(\OC)[C@H](C)O.C=C

=====

Entry 4:
ORCA calculation (ωB97M-V/def2-TZVPD) on one molecule with the formula C6H13NO2 in a non-equilibrium geometry.

Each line ends with the Löwdin charge.
Geometry (Å):
1 O -0.195 1.839 -1.897  0.152
2 O 1.039 2.377 -0.060  0.100
3 N 1.972 -0.131 0.091  0.030
4 C 0.714 0.059 -0.586  -0.282
5 C -0.454 -0.465 0.355  -0.353
6 C -1.837 -0.141 -0.071  -0.077
7 C -1.231 -2.504 1.844  -0.086
8 C 0.400 1.529 -0.934  -0.500
9 C -0.309 -1.965 0.700  -0.228
10 H -1.954 0.878 -0.419  0.075
11 H 1.264 1.766 0.659  0.083
12 H -2.618 -0.340 0.667  0.075
13 H 2.685 0.585 0.243  0.096
14 H 2.252 -1.117 0.032  0.087
15 H 0.815 -2.151 0.777  0.108
16 H -1.006 -3.535 2.125  0.068
17 H -2.299 -2.356 1.570  0.075
18 H -2.227 -0.899 -0.798  0.107
19 H -0.185 0.055 1.371  0.165
20 H -0.636 -2.476 -0.201  0.098
21 H 0.716 -0.417 -1.559  0.149
22 H -1.059 -1.877 2.703  0.060

Values from the calculation:
Calculated total energy ... -441.632443 Ha
LUMO energy ... 0.84 eV
HOMO energy ... -9.6 eV
Kohn-Sham gap ... 0.382 hartree
Structure (SMILES) ... CC[C@H](C)[C@H](N)C(=O)O

=====

Entry 5:
ORCA calculation (ωB97M-V/def2-TZVPD) on a 2-piece molecular cluster, C6H13NO3 overall in a non-equilibrium geometry.

Each line ends with the Löwdin charge.
Geometry (Å):
1 O 3.463 2.477 -1.589  -0.072
2 O -1.578 -0.336 1.861  -0.024
3 O 2.327 -1.688 2.016  0.016
4 N 1.420 -0.140 0.578  0.062
5 C 2.077 -0.528 1.728  -0.326
6 C 0.045 -0.624 -1.518  -0.048
7 C -2.894 0.285 -0.101  -0.043
8 C 0.734 -1.082 -0.261  -0.247
9 C -1.515 0.019 0.483  -0.430
10 C -0.763 -1.027 -0.314  -0.210
11 H -2.097 -1.141 1.958  0.094
12 H -3.412 1.066 0.472  0.085
13 H 0.071 -1.289 -2.380  0.108
14 H -2.804 0.621 -1.144  0.085
15 H -3.504 -0.631 -0.086  0.087
16 H 1.195 -2.072 -0.289  0.153
17 H -1.263 -1.999 -0.356  0.150
18 H -0.946 0.960 0.470  0.136
19 H 0.094 0.441 -1.754  0.107
20 H 2.553 2.157 -1.385  0.030
21 H 3.458 3.403 -1.321  0.032
22 H 1.162 0.836 0.465  0.122
23 H 2.178 0.293 2.465  0.133

Values from the calculation:
Calculated total energy ... -516.860689 Ha
LUMO energy ... 0.36 eV
HOMO energy ... -9.3 eV
Kohn-Sham gap ... 0.355 hartree
Structure (SMILES) ... C[C@@H](O)[C@H]1C[C@H]1NC=O.O

=====

Entry 6:
ORCA calculation (ωB97M-V/def2-TZVPD) on a 2-piece molecular cluster, C6H13NO3 overall in a non-equilibrium geometry.

Each line ends with the Löwdin charge.
Geometry (Å):
1 O -0.385 -1.981 0.994  0.124
2 O 2.320 0.096 -0.447  0.032
3 O -1.288 0.349 0.945  -0.207
4 N 0.220 0.777 -1.098  -0.015
5 C 0.768 -0.321 2.293  0.013
6 C -2.496 -0.107 0.382  -0.152
7 C 0.488 2.153 -0.768  -0.069
8 C -0.067 -0.829 1.158  -0.317
9 C 0.966 -1.448 -1.697  -0.008
10 C 1.177 -0.218 -0.821  -0.547
11 H -2.606 -1.199 0.415  0.081
12 H 1.440 2.456 -1.217  0.089
13 H -0.614 0.532 -1.614  0.121
14 H 0.544 -0.898 3.192  0.102
15 H 1.825 -0.446 2.052  0.088
16 H -2.608 0.242 -0.654  0.069
17 H 0.596 2.245 0.313  0.080
18 H 1.261 -1.222 -2.724  0.091
19 H 1.599 -2.252 -1.317  0.089
20 H -0.077 -1.771 -1.671  0.075
21 H 0.602 0.745 2.444  0.087
22 H -3.328 0.324 0.952  0.084
23 H -0.337 2.773 -1.114  0.090

Values from the calculation:
Calculated total energy ... -516.823572 Ha
LUMO energy ... -0.33 eV
HOMO energy ... -9.2 eV
Kohn-Sham gap ... 0.324 hartree
Structure (SMILES) ... CNC(C)=O.COC(C)=O

=====

- Which value of calculated total energy does entry 5 give?
  -516.860689 Ha